[1]
The following is a DFT calculation (ωB97M-V/def2-TZVPD) of a structure of composition CH15LiO7.

Element x y z (Å)
Li  0.67817  -0.49369  -0.30401
C  -1.77988  -1.06937  0.15249
O  -0.70247  -0.82608  0.92159
H  -2.28893  -0.19450  0.03672
H  -2.56423  -1.90427  0.47705
H  -1.28926  -1.32500  -0.72482
O  1.57618  -1.17250  3.32153
H  1.15586  -0.80304  2.59452
H  1.38777  -0.62806  3.96712
O  -1.76753  1.53880  -2.42227
H  -0.95055  1.37916  -1.98647
H  -2.15985  0.85832  -1.92231
O  1.00891  -1.51537  -2.17015
H  1.83710  -1.59853  -2.63729
H  0.56530  -1.30564  -2.96368
O  -1.52647  1.79960  1.65203
H  -1.35835  0.97953  1.11636
H  -2.15105  1.68629  2.30861
O  0.38177  1.68464  -0.82155
H  1.01145  2.20483  -1.30124
H  -0.20561  2.26527  -0.38854
O  2.65234  -0.43102  0.32562
H  3.28849  0.06885  0.68604
H  3.20085  -1.19822  0.08265

HOMO energy ... -7.63 eV
Net charge ... 0
Energy above the lowest of the compared OMol25 structures with the same formula, charge and spin ... 0.00 kcal per mole
2S+1 ... 1


[2]
The following is a DFT calculation (ωB97M-V/def2-TZVPD) of a structure of composition CH15LiO7.

Element x y z (Å)
Li  -12.60752  -19.34134  28.26284
C  -11.13619  -20.55155  29.96778
O  -11.11136  -19.27340  29.36650
H  -10.23595  -20.89782  30.05290
H  -11.66100  -21.16709  29.36540
H  -11.54498  -20.53106  30.72858
O  -14.22210  -19.93083  29.62228
H  -15.00183  -19.66050  29.39312
H  -13.99817  -20.74957  30.09508
O  -13.68726  -17.92430  27.34715
H  -13.91843  -17.17722  27.82960
H  -14.68663  -18.29952  27.00713
O  -11.37899  -16.75041  28.69491
H  -10.80907  -17.11834  29.25582
H  -11.38966  -15.83684  29.06198
O  -12.79755  -20.24028  27.03357
H  -12.62192  -21.09149  27.02326
H  -12.56664  -19.98413  26.11646
O  -9.61618  -20.64285  27.27262
H  -9.93039  -20.04575  28.13203
H  -10.48669  -21.14602  27.12782
O  -11.28599  -18.76064  31.51874
H  -11.52590  -19.66712  31.87207
H  -11.14176  -19.00193  30.72350

HOMO energy ... -8.22 eV
Net charge ... 0
Energy above the lowest of the compared OMol25 structures with the same formula, charge and spin ... 107.52 kcal per mole
2S+1 ... 1


[3]
The following is a DFT calculation (ωB97M-V/def2-TZVPD) of a structure of composition CH15O7Pd.

Element x y z (Å)
Pd  -11.89970  4.37357  -24.34950
C  -9.21950  2.37396  -24.76598
O  -10.04765  3.09564  -23.96616
H  -9.65565  1.40040  -24.98969
H  -9.03703  2.78736  -25.75790
H  -8.26046  2.22345  -24.27031
O  -8.02051  3.76773  -21.53680
H  -8.66550  3.59850  -22.22352
H  -7.19281  3.87357  -22.00579
O  -8.02646  -0.68233  -25.93411
H  -8.85623  -0.63176  -26.40862
H  -8.09654  -1.48196  -25.41268
O  -9.12017  2.72468  -28.21371
H  -9.86941  2.27009  -28.59870
H  -9.49655  3.25642  -27.51242
O  -5.58151  2.73786  -22.90897
H  -5.26589  2.09397  -22.27492
H  -6.33156  2.31510  -23.32722
O  -6.47662  2.09624  -27.16088
H  -7.24429  2.64229  -27.33040
H  -6.76421  1.48052  -26.48677
O  -10.99236  -0.80142  -24.44110
H  -11.24886  0.06613  -24.75380
H  -10.55033  -0.63541  -23.60846

HOMO energy (spin up / spin down) ... -6.88 / -10.42 eV
Net charge ... 0
2S+1 ... 4


[4]
The following is a DFT calculation (ωB97M-V/def2-TZVPD) of a structure of composition CH16FeO11.

Element x y z (Å)
Fe  -3.07244  0.35917  -0.42349
C  -0.61753  -0.08893  0.03474
O  -1.57149  -0.54202  0.66239
O  -1.06234  0.80710  -0.68032
O  0.55244  -0.33597  0.19436
O  3.04149  -0.53445  -0.90502
H  3.31837  -1.34836  -0.48416
H  2.12023  -0.44037  -0.66283
O  0.32511  -2.25378  2.72632
H  0.93736  -2.93982  2.46035
H  -0.02077  -1.90854  1.90327
O  -1.24097  -0.19161  3.42137
H  -1.25019  -0.26029  2.46668
H  -1.85738  0.51403  3.61717
O  0.69708  -2.44390  -1.53960
H  1.33243  -1.97909  -2.08413
H  0.78030  -2.03993  -0.67582
O  -3.01855  -0.73942  -2.22399
H  -3.85768  -1.01608  -2.59214
H  -2.36553  -1.06626  -2.84283
O  -0.67459  3.70946  -0.44888
H  -0.69653  2.75930  -0.56270
H  -0.95340  3.84926  0.45608
O  0.94233  1.13835  -2.45493
H  0.09053  0.98177  -2.04732
H  1.57469  0.76733  -1.83955
O  2.27409  1.64975  1.87512
H  2.46238  2.47262  1.42382
H  1.81064  1.12059  1.22595

HOMO energy (spin up / spin down) ... -10.31 / -10.31 eV
Net charge ... 0
Energy above the lowest of the compared OMol25 structures with the same formula, charge and spin ... 31.21 kcal per mole
2S+1 ... 5


[5]
The following is a DFT calculation (ωB97M-V/def2-TZVPD) of a cluster of 6 separate species, CH16N2O5 in total.

Element x y z (Å)
N  1.18369  1.75075  -0.31081
C  0.05136  1.13459  -1.00314
N  0.09103  -0.26151  -1.43458
H  1.20929  1.51178  0.66460
H  1.01870  2.74975  -0.36692
H  -0.86823  1.18485  -0.36759
H  -0.14394  1.68636  -1.88463
H  0.87932  -0.37244  -2.08322
H  0.37146  -0.87809  -0.63326
H  -2.92139  -2.02651  2.38871
H  -2.84615  -1.19865  1.09573
O  -2.51687  -1.22953  2.00420
H  2.80967  0.62810  -0.71440
H  3.26844  -0.18689  -1.99442
O  3.43133  -0.02754  -1.06452
H  2.02359  -1.63944  1.07885
H  0.60353  -1.28453  1.42730
O  1.15028  -2.05321  1.19287
H  -1.68320  -0.45201  -1.63575
H  -3.08586  0.09460  -1.74142
O  -2.60807  -0.52619  -1.25044
H  -0.12703  0.74565  2.85703
H  -1.11421  0.20030  1.84511
O  -0.17675  0.44981  1.93069

HOMO energy (spin up / spin down) ... -14.59 / -14.58 eV
Net charge ... +1
Energy above the lowest of the compared OMol25 structures with the same formula, charge and spin ... 19.29 kcal per mole
2S+1 ... 2


[6]
The following is a DFT calculation (ωB97M-V/def2-TZVPD) of a cluster of 7 separate species, CH16O6 in total.

Element x y z (Å)
C  0.73526  0.61498  2.15674
H  1.25650  0.58269  1.20997
H  -0.13900  1.26084  2.12943
H  0.44689  -0.37029  2.51005
H  1.50660  1.02044  2.81802
O  -1.41915  -3.94919  -0.81275
H  -0.65309  -3.40632  -0.89382
H  -1.17328  -4.64998  -0.22686
O  -2.28636  2.24686  0.82658
H  -2.27521  2.90839  0.11653
H  -2.08979  1.37534  0.41663
O  0.38165  2.48730  -0.58143
H  0.25061  3.22156  -0.01794
H  -0.38383  1.88128  -0.57008
O  1.25084  -1.70595  -0.83198
H  1.90981  -2.43181  -0.77152
H  1.71721  -0.86320  -0.76282
O  -1.40760  -0.37091  0.03585
H  -0.58019  -0.64725  0.47291
H  -1.37495  -0.90175  -0.76227
O  2.52459  0.75111  -0.73504
H  3.22354  1.05893  -1.31907
H  1.76114  1.34546  -0.70299

HOMO energy ... -11.33 eV
Net charge ... 0
Energy above the lowest of the compared OMol25 structures with the same formula, charge and spin ... 13.51 kcal per mole
2S+1 ... 1
SMILES string ... C.O.O.O.O.O.O


[7]
The following is a DFT calculation (ωB97M-V/def2-TZVPD) of a cluster of 8 separate species, CH18N2O8 in total.

Element x y z (Å)
N  10.78339  -4.46498  15.96480
C  11.50657  -5.46668  15.36567
N  12.62830  -5.05770  14.70375
O  11.18536  -6.64489  15.43574
H  11.03929  -3.50764  15.82055
H  10.03323  -4.72438  16.57427
H  12.87901  -4.09224  14.59860
H  13.13901  -5.74892  14.17119
O  14.53099  -3.69936  17.11403
H  14.74570  -3.34785  17.98236
H  14.81540  -4.62255  17.14558
O  14.89503  -6.54375  17.82335
H  15.59914  -7.10225  18.17133
H  14.19798  -6.56946  18.48893
O  18.20111  -3.80051  13.77125
H  17.80979  -2.96283  14.03282
H  17.66654  -4.47406  14.22071
O  14.45706  -8.94275  15.90940
H  14.52488  -8.12050  16.40861
H  15.30537  -9.38685  16.00089
O  16.33656  -5.85698  14.56047
H  15.59323  -6.29930  14.09929
H  16.01963  -5.74477  15.46477
O  17.24426  -8.35255  13.28225
H  17.25394  -7.52300  13.78527
H  17.43739  -8.09044  12.37744
O  14.16477  -7.31543  13.62174
H  14.00819  -7.88185  14.39787
H  14.34056  -7.93146  12.90388

HOMO energy ... -9.70 eV
Net charge ... 0
Energy above the lowest of the compared OMol25 structures with the same formula, charge and spin ... 17.91 kcal per mole
2S+1 ... 1
SMILES string ... NC(N)=O.O.O.O.O.O.O.O


[8]
The following is a DFT calculation (ωB97M-V/def2-TZVPD) of a cluster of 8 separate species, CH18O7 in total.

Element x y z (Å)
C  0.15843  -1.27494  0.60228
H  0.21096  -2.32650  0.84491
H  -0.71845  -0.90830  0.06928
H  1.08342  -1.08779  0.02431
H  0.24089  -0.80338  1.56236
O  0.69773  1.90402  -0.01768
H  0.54349  2.26623  0.85647
H  1.00414  0.99749  0.04785
O  0.48245  1.29782  -2.59552
H  0.61919  2.06047  -1.97925
H  -0.48060  1.16431  -2.56799
O  -2.16149  1.07771  -1.78046
H  -2.64551  1.91411  -1.81927
H  -1.77649  1.18858  -0.89607
O  -2.83160  -1.86847  1.43115
H  -2.73970  -2.79134  1.19165
H  -3.62640  -1.67406  1.92999
O  3.24541  -0.16260  1.09690
H  3.61249  -1.04539  0.96443
H  3.08101  0.06562  0.15411
O  2.18640  -0.33950  -1.39865
H  2.77865  -0.32006  -2.16162
H  1.42244  0.19433  -1.76020
O  -1.44760  0.52718  1.97752
H  -1.20041  0.12577  2.81450
H  -1.73886  -0.18133  1.40899

HOMO energy ... -10.59 eV
Net charge ... 0
Energy above the lowest of the compared OMol25 structures with the same formula, charge and spin ... 33.46 kcal per mole
2S+1 ... 1
SMILES string ... C.O.O.O.O.O.O.O


[9]
The following is a DFT calculation (ωB97M-V/def2-TZVPD) of a structure of composition CH19O9Pd.

Element x y z (Å)
Pd  -1.06942  -9.54173  21.22022
C  -4.15180  -9.18113  21.18125
O  -2.95881  -8.76984  21.73981
H  -4.12156  -10.25680  20.95168
H  -4.97699  -8.95197  21.86577
H  -4.38713  -8.61748  20.25528
O  -5.81276  -8.10855  24.96603
H  -6.13131  -7.44937  25.60081
H  -6.03942  -7.74445  24.10488
O  -5.92611  -8.81315  17.38938
H  -5.14581  -9.33051  17.14773
H  -6.24457  -9.18354  18.21954
O  -7.87243  -7.78935  19.95833
H  -8.69300  -7.47629  19.53782
H  -7.95225  -8.75524  19.95782
O  -1.73732  -11.52861  20.28499
H  -1.34591  -12.40914  20.14139
H  -2.15523  -11.29861  19.43791
O  -8.42244  -7.92870  22.96390
H  -7.91677  -7.10755  23.02383
H  -8.62780  -8.01627  22.01833
O  -3.09882  -5.72400  20.65540
H  -2.67262  -5.13230  21.29487
H  -3.06093  -6.60002  21.05863
O  -2.95651  -8.72749  24.85035
H  -3.02835  -8.68779  23.89178
H  -3.87314  -8.82458  25.16107
O  -6.04279  -5.55857  20.56602
H  -5.13789  -5.91229  20.46371
H  -6.67747  -6.29914  20.52941

HOMO energy (spin up / spin down) ... -13.30 / -13.30 eV
Net charge ... +1
Energy above the lowest of the compared OMol25 structures with the same formula, charge and spin ... 10.50 kcal per mole
2S+1 ... 3